# 1
14
Properties=species:S:1:pos:R:3 method="wB97M-V/def2-TZVPD" smiles=CO[C@@H]1CCO1 lumo_energy_ha=0.041 de_lowest_ev=2.101 homo_lumo_gap_ev=11.1
C 1.066 1.866 -0.245
O -0.172 1.280 0.100
C -0.420 0.055 -0.512
C -1.267 -0.831 0.403
C -0.011 -1.710 0.460
O 0.682 -0.848 -0.458
H 1.127 2.135 -1.310
H 1.885 1.181 -0.008
H 1.151 2.768 0.364
H -0.745 0.195 -1.557
H -1.526 -0.322 1.333
H -2.150 -1.288 -0.045
H 0.496 -1.763 1.430
H -0.118 -2.718 0.045



# 2
15
Properties=species:S:1:pos:R:3 method="wB97M-V/def2-TZVPD" smiles="COC(=S)[C@@H](C)O" lumo_energy_ha=0.013 de_lowest_ev=1.413 homo_lumo_gap_ev=9.5
C -1.947 -0.673 -0.376
O -0.851 -1.501 0.006
C 0.422 -1.087 -0.099
S 1.619 -2.151 0.152
C 0.687 0.402 -0.372
C 0.599 1.145 0.959
O 1.946 0.600 -1.011
H -1.994 0.293 0.224
H -2.877 -1.277 -0.202
H -1.862 -0.498 -1.483
H -0.085 0.785 -1.083
H -0.361 1.010 1.459
H 0.787 2.226 0.826
H 1.382 0.812 1.630
H 2.536 -0.085 -0.628



# 3
15
Properties=species:S:1:pos:R:3 method="wB97M-V/def2-TZVPD" smiles="COC(=S)[C@@H](C)O" lumo_energy_ha=0.014 de_lowest_ev=1.584 homo_lumo_gap_ev=9.5
C 1.246 1.686 -0.348
O 0.555 1.377 0.864
C -0.333 0.381 1.030
S -0.947 0.129 2.503
C -0.795 -0.378 -0.198
C 0.100 -1.581 -0.372
O -2.184 -0.702 -0.105
H 1.925 0.842 -0.686
H 1.943 2.543 -0.055
H 0.509 2.018 -1.127
H -0.769 0.306 -1.009
H 1.094 -1.213 -0.652
H -0.222 -2.215 -1.220
H 0.172 -2.212 0.551
H -2.294 -0.982 0.825



# 4
15
Properties=species:S:1:pos:R:3 method="wB97M-V/def2-TZVPD" smiles="CO[Si]1(OC)C=C1" lumo_energy_ha=0.022 de_lowest_ev=2.710 homo_lumo_gap_ev=7.8
C -1.922 -1.759 0.189
O -1.058 -0.959 0.931
Si 0.006 0.103 0.376
O 1.454 -0.159 0.893
C 2.632 0.567 0.892
C -0.802 1.387 -0.668
C -0.265 0.881 -1.772
H -1.769 -2.790 0.195
H -1.974 -1.342 -0.854
H -2.964 -1.487 0.550
H 2.481 1.497 1.506
H 2.935 1.024 -0.157
H 3.358 -0.067 1.456
H -1.588 2.197 -0.712
H -0.523 0.908 -2.825



# 5
15
Properties=species:S:1:pos:R:3 method="wB97M-V/def2-TZVPD" smiles="C[C@@H](O)[C@@H](O)C=O" lumo_energy_ha=0.027 de_lowest_ev=1.331 homo_lumo_gap_ev=11.1
C 0.699 1.256 -0.643
C 0.879 -0.208 -0.253
O 1.974 -0.383 0.617
C -0.368 -0.810 0.418
O -0.531 -0.244 1.692
C -1.617 -0.608 -0.403
O -2.613 -0.113 0.078
H 1.638 1.640 -1.050
H -0.080 1.379 -1.407
H 0.424 1.857 0.230
H 1.105 -0.799 -1.149
H 1.664 -0.101 1.490
H -0.201 -1.896 0.508
H -1.457 0.052 1.740
H -1.583 -0.933 -1.460



# 6
15
Properties=species:S:1:pos:R:3 method="wB97M-V/def2-TZVPD" smiles="C=CCOC=O.O" lumo_energy_ha=0.033 de_lowest_ev=1.561 homo_lumo_gap_ev=11.4
C -1.839 0.575 -0.681
C -0.649 0.150 -1.097
C -0.057 -1.173 -0.705
O 1.348 -1.043 -0.423
C 1.685 -0.861 0.853
O 0.925 -0.844 1.790
H -2.263 1.510 -1.036
H -2.438 -0.004 0.019
H -0.057 0.744 -1.792
H -0.105 -1.875 -1.543
H -0.568 -1.600 0.161
H 2.775 -0.751 0.930
O 0.642 1.974 1.194
H -0.141 1.826 0.648
H 0.600 1.250 1.833



# 7
15
Properties=species:S:1:pos:R:3 method="wB97M-V/def2-TZVPD" lumo_energy_ha="-0.012 / -0.078" de_lowest_ev=7.728 homo_lumo_gap_ev="9.8 / 7.8"
O -0.613 1.082 -0.332
C -1.817 0.267 -0.050
C -0.988 -0.946 0.237
C 0.281 -0.128 -0.055
O 0.884 -0.934 -1.010
C 1.137 0.325 1.196
O 2.516 0.255 0.959
H 1.296 1.622 -1.101
H -2.478 0.175 -0.914
H -2.384 0.606 0.824
H -1.107 -1.735 -0.499
H -1.000 -1.360 1.237
H 0.970 1.357 1.535
H 0.885 -0.314 2.059
H 2.570 -0.581 0.480



# 8
15
Properties=species:S:1:pos:R:3 method="wB97M-V/def2-TZVPD" smiles="C[C@@H](O)COC=O" lumo_energy_ha=0.030 de_lowest_ev=1.172 homo_lumo_gap_ev=11.0
C -1.792 0.827 -0.590
C -0.325 0.812 -0.090
O -0.352 0.889 1.312
C 0.271 -0.486 -0.630
O 1.669 -0.804 -0.373
C 2.078 -1.213 0.816
O 1.488 -1.028 1.852
H -2.408 0.453 0.225
H -1.996 0.189 -1.459
H -2.114 1.839 -0.845
H 0.218 1.678 -0.517
H 0.367 0.342 1.667
H 0.217 -0.411 -1.720
H -0.340 -1.324 -0.280
H 3.023 -1.769 0.708



# 9
15
Properties=species:S:1:pos:R:3 method="wB97M-V/def2-TZVPD" lumo_energy_ha=0.026 de_lowest_ev=4.194 homo_lumo_gap_ev=9.5
C 0.350 -1.848 -0.611
C -0.290 -0.157 0.590
C 1.130 -0.154 0.002
C -1.208 1.073 0.682
O -0.904 -1.233 -0.117
O 2.069 -0.201 0.989
O 1.336 0.711 -1.088
H 0.206 -2.059 -1.575
H 0.593 -2.586 0.199
H -0.236 -0.370 1.720
H -0.576 1.801 1.059
H -2.163 0.891 1.187
H -1.401 1.239 -0.393
H 2.724 0.487 0.728
H 0.652 0.658 -1.689



# 10
15
Properties=species:S:1:pos:R:3 method="wB97M-V/def2-TZVPD" smiles="O=COC1CC1.O" lumo_energy_ha=0.033 de_lowest_ev=2.478 homo_lumo_gap_ev=11.4
O -1.114 -0.862 1.529
C -1.266 0.271 1.098
O -1.186 0.665 -0.164
C -0.092 0.143 -0.878
C -0.109 0.632 -2.236
C 0.912 1.191 -1.294
H -1.530 1.061 1.756
H 0.260 -0.804 -0.610
H -0.871 1.327 -2.657
H 0.255 -0.035 -3.034
H 1.919 0.902 -1.540
H 0.758 2.263 -1.000
O 0.872 -2.115 3.339
H 1.201 -2.768 2.620
H -0.010 -1.869 3.071



# 11
15
Properties=species:S:1:pos:R:3 method="wB97M-V/def2-TZVPD" smiles="C[C@@H](O)[C@@H](O)C=O" lumo_energy_ha=0.027 de_lowest_ev=1.393 homo_lumo_gap_ev=11.0
C 1.725 0.045 0.113
C 0.392 0.444 0.725
O 0.149 1.776 0.359
C -0.807 -0.440 0.271
O -1.997 0.293 0.407
C -0.697 -0.948 -1.150
O -1.534 -0.673 -1.980
H 2.526 0.631 0.571
H 1.948 -1.019 0.254
H 1.719 0.275 -0.958
H 0.453 0.348 1.822
H -0.798 1.914 0.521
H -0.838 -1.335 0.914
H -2.395 0.300 -0.483
H 0.153 -1.613 -1.387



# 12
15
Properties=species:S:1:pos:R:3 method="wB97M-V/def2-TZVPD" smiles="C[C@H](O)CC(=O)O" lumo_energy_ha=0.022 de_lowest_ev=0.671 homo_lumo_gap_ev=11.2
C -1.728 0.418 1.865
C -0.635 0.505 0.819
O -1.242 1.216 -0.244
C -0.052 -0.827 0.299
C 0.958 -0.664 -0.802
O 0.941 -1.058 -1.924
O 1.989 0.122 -0.308
H -2.561 -0.153 1.463
H -1.527 0.068 2.885
H -1.977 1.457 2.065
H 0.227 1.033 1.223
H -0.639 1.708 -0.787
H -0.852 -1.452 -0.091
H 0.385 -1.386 1.136
H 2.428 0.449 -1.104